1.
Entry from the OMol25 dataset: a gas-phase ion, C7H14N (charge +1) at a distorted geometry (ωB97M-V with the def2-TZVPD basis set).

Output
- Charge: +1
- HOMO: -13.97 eV
- Calculated total energy: -8965.80914 eV
- Relative energy (zero: lowest compared OMol25 entry of this formula, charge and spin): 75.38 kcal per mole
- E_LUMO: -7.2 eV

Each atom is followed by the atoms it is bonded to, with distances in Å.
Geometry (Å):
1 C 2.00 2.02 -0.08  C2 1.548, H9 1.083, H10 1.099, H11 1.098
2 C 0.68 1.35 0.37  C1 1.548, C3 1.540, N8 1.507, H12 1.101
3 C 0.19 0.43 -0.76  C2 1.540, C4 1.506, H13 1.105, H14 1.093
4 C -1.10 -0.31 -0.54  C3 1.506, C5 1.364, C7 1.405
5 C -2.22 -0.03 -1.27  C4 1.364, H15 1.083, H16 1.085
6 C -0.31 -2.56 0.32  C7 1.469, H17 1.097, H18 1.087, H22 1.077
7 C -1.17 -1.37 0.38  C4 1.405, C6 1.469, H19 1.122
8 N 1.03 0.44 1.52  C2 1.507, H20 1.020, H21 1.027
9 H 1.85 2.32 -1.11  C1 1.083
10 H 2.76 1.27 0.19  C1 1.099
11 H 2.30 2.86 0.55  C1 1.098
12 H -0.13 2.07 0.58  C2 1.101
13 H 0.93 -0.36 -0.94  C3 1.105
14 H 0.27 0.97 -1.71  C3 1.093
15 H -3.15 -0.59 -1.16  C5 1.083
16 H -2.53 0.87 -1.79  C5 1.085
17 H -0.71 -3.19 -0.48  C6 1.097
18 H 0.61 -2.23 -0.17  C6 1.087
19 H -2.16 -1.57 0.88  C7 1.122
20 H 0.81 0.85 2.43  N8 1.020
21 H 0.20 -0.17 1.52  N8 1.027
22 H -0.13 -3.07 1.25  C6 1.077



2.
Entry from the OMol25 dataset: 3 unconnected molecules or ions with the total composition C2H10NO3 at a distorted geometry (ωB97M-V with the def2-TZVPD basis set).

Output
- Charge: -1
- HOMO: -3.41 eV
- Calculated total energy: -9868.68389 eV
- Relative energy (zero: lowest compared OMol25 entry of this formula, charge and spin): 25.06 kcal per mole
- E_LUMO: 3.0 eV

Each atom is followed by the atoms it is bonded to, with distances in Å.
Geometry (Å):
1 C -0.61 0.46 -0.93  O2 1.362, C3 1.570, H5 1.132, H6 1.154
2 O 0.63 0.35 -0.39  C1 1.362
3 C -0.44 0.45 -2.49  C1 1.570, N4 1.451, H7 1.101, H8 1.127
4 N 0.62 -0.44 -2.91  C3 1.451, H9 1.025, H10 1.042
5 H -1.20 1.35 -0.55  C1 1.132
6 H -1.35 -0.42 -0.78  C1 1.154
7 H -0.21 1.44 -2.93  C3 1.101
8 H -1.46 0.30 -2.93  C3 1.127
9 H 0.44 -1.44 -2.73  N4 1.025
10 H 1.21 -0.35 -2.06  N4 1.042
11 H 0.96 1.98 0.08  O13 1.002
12 H 1.66 2.17 1.36  O13 0.958
13 O 1.33 2.72 0.65  H11 1.002, H12 0.958
14 H -0.74 -2.99 4.79  O16 0.966
15 H -0.21 -2.40 6.12  O16 0.963
16 O -0.63 -3.18 5.73  H14 0.966, H15 0.963



3.
Entry from the OMol25 dataset: 7 unconnected molecules or ions with the total composition C28H56O14S7 at a distorted geometry (ωB97M-V with the def2-TZVPD basis set).

Output
- SMILES string: O=S1(=O)CCCC1.O=S1(=O)CCCC1.O=S1(=O)CCCC1.O=S1(=O)CCCC1.O=S1(=O)CCCC1.O=S1(=O)CCCC1.O=S1(=O)CCCC1
- HOMO: -10.22 eV
- Calculated total energy: -134452.51760 eV
- Relative energy (zero: lowest compared OMol25 entry of this formula, charge and spin): 32.38 kcal per mole
- E_LUMO: 0.2 eV

Each atom is followed by the atoms it is bonded to, with distances in Å.
Geometry (Å):
1 O 2.30 8.21 -1.10  S2 1.437
2 S 2.84 7.75 0.15  O1 1.437, O3 1.431, C4 1.813, C7 1.791
3 O 2.43 8.29 1.42  S2 1.431
4 C 2.73 5.95 0.34  S2 1.813, C5 1.558, H8 1.103, H9 1.077
5 C 4.07 5.53 1.00  C4 1.558, C6 1.535, H10 1.109, H11 1.104
6 C 4.95 6.77 1.23  C5 1.535, C7 1.537, H12 1.095, H13 1.081
7 C 4.63 7.76 0.10  S2 1.791, C6 1.537, H14 1.099, H15 1.105
8 H 2.74 5.54 -0.69  C4 1.103
9 H 1.85 5.60 0.85  C4 1.077
10 H 3.91 4.93 1.92  C5 1.109
11 H 4.60 4.87 0.29  C5 1.104
12 H 6.01 6.50 1.21  C6 1.095
13 H 4.75 7.39 2.10  C6 1.081
14 H 4.86 7.37 -0.90  C7 1.099
15 H 5.02 8.79 0.17  C7 1.105
16 O 6.10 1.28 2.66  S17 1.446
17 S 5.31 0.29 1.96  O16 1.446, O18 1.433, C19 1.807, C22 1.799
18 O 4.61 0.70 0.78  S17 1.433
19 C 6.21 -1.24 1.61  S17 1.807, C20 1.551, H23 1.100, H24 1.109
20 C 5.53 -2.26 2.56  C19 1.551, C21 1.536, H25 1.124, H26 1.076
21 C 4.06 -1.82 2.67  C20 1.536, C22 1.512, H27 1.083, H28 1.094
22 C 4.15 -0.39 3.16  S17 1.799, C21 1.512, H29 1.076, H30 1.086
23 H 7.27 -1.06 1.86  C19 1.100
24 H 6.04 -1.53 0.55  C19 1.109
25 H 5.59 -3.32 2.19  C20 1.124
26 H 6.01 -2.23 3.52  C20 1.076
27 H 3.57 -2.50 3.35  C21 1.083
28 H 3.51 -1.93 1.73  C21 1.094
29 H 4.62 -0.41 4.12  C22 1.076
30 H 3.20 0.12 3.14  C22 1.086
31 O -3.44 -0.47 2.35  S32 1.441
32 S -4.03 0.02 1.13  O31 1.441, O33 1.470, C34 1.776, C37 1.890
33 O -3.60 -0.56 -0.15  S32 1.470
34 C -5.79 -0.06 1.31  S32 1.776, C35 1.553, H38 1.084, H39 1.120
35 C -6.25 1.38 0.98  C34 1.553, C36 1.511, H40 1.119, H41 1.092
36 C -5.24 2.35 1.56  C35 1.511, C37 1.505, H42 1.077, H43 1.112
37 C -3.93 1.91 0.98  S32 1.890, C36 1.505, H44 1.161, H45 1.109
38 H -6.03 -0.38 2.32  C34 1.084
39 H -6.18 -0.84 0.60  C34 1.120
40 H -6.40 1.51 -0.12  C35 1.119
41 H -7.24 1.60 1.39  C35 1.092
42 H -5.16 2.39 2.63  C36 1.077
43 H -5.47 3.40 1.27  C36 1.112
44 H -2.99 2.32 1.52  C37 1.161
45 H -3.82 2.18 -0.09  C37 1.109
46 O -6.61 -0.65 -4.34  S47 1.454
47 S -5.77 -0.80 -3.16  O46 1.454, O48 1.471, C49 1.773, C52 1.780
48 O -6.44 -0.82 -1.85  S47 1.471
49 C -4.58 -2.11 -3.24  S47 1.773, C50 1.556, H53 1.089, H54 1.081
50 C -3.34 -1.52 -3.98  C49 1.556, C51 1.528, H55 1.068, H56 1.095
51 C -3.26 -0.04 -3.61  C50 1.528, C52 1.531, H57 1.095, H58 1.095
52 C -4.61 0.54 -3.22  S47 1.780, C51 1.531, H59 1.036, H60 1.073
53 H -5.03 -2.91 -3.83  C49 1.089
54 H -4.33 -2.42 -2.24  C49 1.081
55 H -2.46 -2.06 -3.71  C50 1.068
56 H -3.42 -1.67 -5.06  C50 1.095
57 H -2.89 0.38 -4.55  C51 1.095
58 H -2.51 0.12 -2.82  C51 1.095
59 H -5.00 1.17 -3.95  C52 1.036
60 H -4.69 1.05 -2.28  C52 1.073
61 O -1.94 -4.62 -1.40  S62 1.471
62 S -1.91 -4.79 0.06  O61 1.471, O63 1.415, C64 1.798, C67 1.856
63 O -1.28 -5.92 0.62  S62 1.415
64 C -1.24 -3.36 0.92  S62 1.798, C65 1.520, H68 1.078, H69 1.082
65 C -1.81 -3.55 2.31  C64 1.520, C66 1.559, H70 1.079, H71 1.094
66 C -3.32 -3.87 2.06  C65 1.559, C67 1.510, H72 1.127, H73 1.087
67 C -3.59 -4.72 0.84  S62 1.856, C66 1.510, H74 1.085, H75 1.122
68 H -1.65 -2.45 0.50  C64 1.078
69 H -0.16 -3.41 0.81  C64 1.082
70 H -1.25 -4.27 2.89  C65 1.079
71 H -1.68 -2.66 2.92  C65 1.094
72 H -3.84 -2.88 1.89  C66 1.127
73 H -3.75 -4.31 2.95  C66 1.087
74 H -4.38 -4.36 0.19  C67 1.085
75 H -3.91 -5.74 1.17  C67 1.122
76 O 3.91 -3.92 -0.01  S77 1.432
77 S 2.78 -3.24 -0.56  O76 1.432, O78 1.456, C79 1.862, C82 1.782
78 O 1.71 -2.80 0.32  S77 1.456
79 C 3.33 -1.79 -1.60  S77 1.862, C80 1.514, H83 1.078, H84 1.115
80 C 3.05 -2.29 -3.01  C79 1.514, C81 1.524, H85 1.089, H86 1.101
81 C 1.78 -3.12 -2.87  C80 1.524, C82 1.463, H87 1.138, H88 1.109
82 C 2.10 -4.18 -1.91  S77 1.782, C81 1.463, H89 1.055, H90 1.117
83 H 4.28 -1.44 -1.22  C79 1.078
84 H 2.64 -0.99 -1.28  C79 1.115
85 H 3.00 -1.43 -3.67  C80 1.089
86 H 3.86 -2.95 -3.35  C80 1.101
87 H 1.50 -3.63 -3.85  C81 1.138
88 H 0.87 -2.52 -2.68  C81 1.109
89 H 2.79 -4.89 -2.28  C82 1.055
90 H 1.20 -4.64 -1.45  C82 1.117
91 O 1.04 1.28 -2.44  S92 1.443
92 S 0.06 1.34 -1.39  O91 1.443, O93 1.483, C94 1.870, C97 1.822
93 O -1.32 1.82 -1.67  S92 1.483
94 C -0.07 -0.29 -0.49  S92 1.870, C95 1.558, H98 1.066, H99 1.060
95 C 0.50 0.03 0.92  C94 1.558, C96 1.577, H100 1.080, H101 1.081
96 C 0.14 1.53 1.28  C95 1.577, C97 1.525, H102 1.065, H103 1.073
97 C 0.68 2.27 0.05  S92 1.822, C96 1.525, H104 1.101, H105 1.066
98 H 0.50 -0.99 -1.07  C94 1.066
99 H -1.10 -0.50 -0.36  C94 1.060
100 H 0.09 -0.69 1.62  C95 1.080
101 H 1.57 -0.07 1.04  C95 1.081
102 H 0.67 1.72 2.18  C96 1.065
103 H -0.91 1.74 1.32  C96 1.073
104 H 1.77 2.28 -0.03  C97 1.101
105 H 0.30 3.26 -0.08  C97 1.066



4.
Entry from the OMol25 dataset: 2 unconnected molecules or ions with the total composition C3H7ClN2 at a distorted geometry (ωB97M-V with the def2-TZVPD basis set).

Output
- SMILES string: [H]/N=N\C=C\C.Cl
- HOMO: -9.72 eV
- Calculated total energy: -18724.18534 eV
- Relative energy (zero: lowest compared OMol25 entry of this formula, charge and spin): 72.59 kcal per mole
- E_LUMO: 0.2 eV

Each atom is followed by the atoms it is bonded to, with distances in Å.
Geometry (Å):
1 H 0.40 2.47 0.66  N2 1.094
2 N -0.67 2.27 0.49  H1 1.094, N3 1.235
3 N -0.94 1.50 -0.43  N2 1.235, C4 1.392
4 C 0.08 0.62 -0.79  N3 1.392, C5 1.323, H7 1.190
5 C 0.52 -0.08 0.24  C4 1.323, C6 1.474, H8 1.093
6 C 1.37 -1.29 0.19  C5 1.474, H9 1.049, H10 1.081, H11 1.125
7 H 0.41 0.59 -1.93  C4 1.190
8 H -0.05 0.07 1.16  C5 1.093
9 H 0.83 -2.19 0.15  C6 1.049
10 H 1.90 -1.42 1.13  C6 1.081
11 H 2.02 -1.37 -0.72  C6 1.125
12 Cl -3.30 -1.18 -0.07  H13 1.416
13 H -2.57 0.03 -0.08  Cl12 1.416



Question: Among the records above, which one has the lowest HOMO?
Answer: C7H14N



Repeat the second record exactly.
Entry from the OMol25 dataset: 3 unconnected molecules or ions with the total composition C2H10NO3 at a distorted geometry (ωB97M-V with the def2-TZVPD basis set).

Output
- Charge: -1
- HOMO: -3.41 eV
- Calculated total energy: -9868.68389 eV
- Relative energy (zero: lowest compared OMol25 entry of this formula, charge and spin): 25.06 kcal per mole
- E_LUMO: 3.0 eV

Each atom is followed by the atoms it is bonded to, with distances in Å.
Geometry (Å):
1 C -0.61 0.46 -0.93  O2 1.362, C3 1.570, H5 1.132, H6 1.154
2 O 0.63 0.35 -0.39  C1 1.362
3 C -0.44 0.45 -2.49  C1 1.570, N4 1.451, H7 1.101, H8 1.127
4 N 0.62 -0.44 -2.91  C3 1.451, H9 1.025, H10 1.042
5 H -1.20 1.35 -0.55  C1 1.132
6 H -1.35 -0.42 -0.78  C1 1.154
7 H -0.21 1.44 -2.93  C3 1.101
8 H -1.46 0.30 -2.93  C3 1.127
9 H 0.44 -1.44 -2.73  N4 1.025
10 H 1.21 -0.35 -2.06  N4 1.042
11 H 0.96 1.98 0.08  O13 1.002
12 H 1.66 2.17 1.36  O13 0.958
13 O 1.33 2.72 0.65  H11 1.002, H12 0.958
14 H -0.74 -2.99 4.79  O16 0.966
15 H -0.21 -2.40 6.12  O16 0.963
16 O -0.63 -3.18 5.73  H14 0.966, H15 0.963